Record 1
{
  "formula": "C37H66ClN6O10PS",
  "method": "ωB97M-V/def2-TZVPD",
  "elements": ["C", "C", "C", "C", "C", "C", "C", "C", "C", "C", "C", "O", "C", "C", "O", "C", "C", "O", "C", "O", "C", "C", "O", "C", "N", "C", "P", "S", "C", "C", "O", "C", "N", "C", "C", "Cl", "H", "H", "H", "H", "H", "H", "H", "H", "H", "H", "H", "H", "H", "H", "H", "H", "H", "H", "H", "H", "H", "H", "H", "H", "H", "H", "H", "H", "H", "H", "H", "H", "H", "H", "H", "H", "H", "H", "C", "N", "C", "C", "O", "H", "H", "H", "H", "H", "H", "H", "C", "N", "C", "C", "O", "H", "H", "H", "H", "H", "H", "H", "C", "N", "C", "C", "O", "H", "H", "H", "H", "H", "H", "H", "C", "N", "C", "C", "O", "H", "H", "H", "H", "H", "H", "H"],
  "positions_angstrom": [[0.9568, 2.6076, 0.7746], [1.0665, 2.5824, -0.8571], [-0.0617, 3.5616, -1.4651], [-1.1570, 2.6525, -2.1919], [-0.7959, 1.9518, -3.5804], [0.6613, 2.1196, -4.2422], [0.9826, 3.6112, -4.7605], [2.5565, 4.0113, -4.6092], [2.8562, 4.9738, -3.3632], [4.4571, 5.1571, -3.0648], [4.8621, 4.6755, -1.5706], [5.8173, 3.5711, -1.5498], [5.1754, 2.3180, -1.7827], [4.8121, 1.2385, -0.6585], [4.8956, 2.0047, -2.9810], [-1.9357, 1.0766, -4.2186], [-1.6877, 0.3102, -5.6272], [-1.4894, -1.0860, -5.2932], [-0.1072, -1.4825, -5.3834], [0.2338, -2.1548, -4.1269], [1.5252, -2.7996, -4.2335], [2.2526, -2.7044, -2.7812], [1.2464, -2.9530, -1.7778], [-3.3637, 0.9092, -3.5497], [-4.3216, 0.1089, -4.2593], [-5.5660, -0.0256, -3.5688], [-6.8738, -1.1281, -4.4318], [-6.9224, -2.9418, -3.7277], [-5.8216, 0.6506, -2.1894], [-7.2632, 0.3716, -1.4944], [-7.1458, -0.5693, -0.4028], [-8.4739, -0.6564, 0.1807], [-4.9341, 1.4926, -1.4549], [-3.7051, 1.5818, -2.1975], [-2.5480, 2.4517, -1.5363], [-2.9069, 3.2348, 0.0983], [-0.1362, 2.4513, 1.0917], [1.3662, 3.6127, 1.1516], [1.6206, 1.7394, 1.1563], [0.8273, 1.5174, -1.2229], [2.1399, 2.8857, -1.1098], [-0.4672, 4.1914, -0.5981], [0.3252, 4.3046, -2.2521], [1.4632, 1.7515, -3.4924], [0.7780, 1.4272, -5.1611], [0.7889, 3.6005, -5.9047], [0.2796, 4.4192, -4.3443], [3.1814, 3.0456, -4.6229], [2.8238, 4.6106, -5.5612], [2.4167, 4.5357, -2.4019], [2.3880, 6.0257, -3.4851], [4.6384, 6.3005, -3.0791], [5.0223, 4.6088, -3.8903], [5.3254, 5.5657, -1.0018], [3.9580, 4.3392, -0.9422], [3.7260, 1.3265, -0.2721], [4.8699, 0.2034, -1.1694], [5.5550, 1.1992, 0.2141], [-2.6404, 0.3521, -6.2836], [-0.8542, 0.7808, -6.2508], [0.6304, -0.6264, -5.5600], [-0.0392, -2.2823, -6.2151], [1.3547, -3.9344, -4.4107], [2.1957, -2.3924, -5.0700], [3.0640, -3.5245, -2.6786], [2.7890, -1.7013, -2.6484], [1.6559, -3.0408, -0.8860], [-6.5085, -1.1780, -5.8366], [-8.1185, -0.4115, -4.3191], [-8.0873, 0.1379, -2.2511], [-7.5531, 1.3897, -1.0138], [-9.0728, -1.3899, -0.4916], [-9.0522, 0.3464, 0.1406], [-8.4589, -0.9806, 1.2813], [6.0379, -4.4022, 1.6526], [4.7370, -4.3085, 1.0213], [4.1803, -5.4852, 0.3828], [4.0204, -3.1515, 1.0084], [2.9226, -3.0085, 0.4956], [6.7777, -4.6947, 0.9023], [5.9968, -5.1590, 2.4391], [6.3311, -3.4474, 2.0909], [4.0014, -5.2687, -0.6734], [3.2262, -5.7315, 0.8560], [4.8641, -6.3300, 0.4738], [4.5316, -2.3207, 1.5193], [2.0044, -6.2332, 5.5503], [3.3652, -5.8286, 5.2595], [4.4428, -6.7687, 5.4985], [3.6653, -4.5918, 4.7683], [4.7850, -4.1920, 4.5040], [1.9271, -6.4890, 6.6102], [1.7556, -7.1088, 4.9451], [1.3002, -5.4308, 5.3240], [5.1431, -6.3352, 6.2168], [4.9726, -6.9520, 4.5602], [4.0515, -7.7089, 5.8888], [2.7764, -3.9570, 4.6234], [-6.6993, 1.7781, 3.1606], [-5.6212, 1.9672, 4.1106], [-4.2595, 2.0341, 3.6195], [-5.8471, 2.0843, 5.4531], [-4.9884, 2.2448, 6.3046], [-6.5437, 0.8369, 2.6266], [-6.6953, 2.6064, 2.4471], [-7.6661, 1.7467, 3.6662], [-3.6744, 1.2351, 4.0819], [-3.8259, 2.9966, 3.9037], [-4.2358, 1.9263, 2.5343], [-6.9151, 2.0198, 5.7171], [-1.5419, 0.1985, 6.3666], [-0.1755, 0.5959, 6.0919], [0.8935, -0.3518, 6.3370], [0.1378, 1.8338, 5.6100], [1.2621, 2.2274, 5.3596], [-1.6307, -0.0625, 7.4244], [-1.7882, -0.6727, 5.7534], [-2.2406, 1.0054, 6.1375], [1.5891, 0.0736, 7.0647], [1.4317, -0.5335, 5.4031], [0.4922, -1.2917, 6.7184], [-0.7457, 2.4750, 5.4594]],
  "atomic_forces_ev_per_a": [[0.468, -0.494, -1.066], [-0.580, 0.014, 1.132], [-0.067, -0.429, -0.549], [-2.859, -0.835, 0.165], [-4.043, -1.473, 0.557], [-0.369, -0.206, 0.292], [0.460, 0.014, -1.072], [-0.753, 0.684, -0.476], [0.601, -0.317, 0.614], [-1.210, 0.602, 0.376], [-0.547, 0.679, -0.090], [-1.396, -1.613, 0.529], [-0.982, -1.056, -3.964], [0.484, -0.464, 0.042], [1.038, 1.354, 4.656], [1.308, 2.211, 1.521], [-1.485, 0.584, 0.898], [2.083, 0.968, -0.827], [-0.143, -1.629, 0.409], [0.813, 0.919, -1.819], [0.375, -1.268, 1.384], [0.169, -0.419, -0.200], [0.772, 0.253, -0.431], [0.538, 0.235, 0.169], [-1.791, 1.711, 4.131], [2.773, 2.035, 0.629], [1.024, -0.379, 0.407], [-0.194, 0.426, 0.036], [0.125, -0.231, 0.059], [1.304, 1.979, 0.296], [-1.424, 1.101, -0.524], [-1.151, -0.357, -0.386], [0.314, -3.276, -5.575], [1.964, 0.939, 0.658], [1.764, -0.886, -2.822], [0.424, -1.031, -2.197], [1.738, 0.249, -0.365], [-0.730, -1.545, -0.390], [-1.177, 1.513, -0.282], [0.703, 1.576, 0.531], [-1.563, -0.483, -0.012], [0.194, -1.055, -1.449], [-0.392, -1.254, 1.220], [-1.354, 0.757, -1.027], [-0.402, 1.069, 1.699], [0.102, 0.044, 1.887], [1.117, -1.292, -0.408], [-0.802, 1.566, 0.320], [-0.251, -0.997, 1.458], [0.400, 0.548, -1.435], [0.584, -1.849, -0.084], [0.075, -1.960, -0.267], [-0.434, 0.855, 1.425], [-0.404, -1.667, -0.911], [1.051, 0.643, -1.085], [1.839, 0.256, -0.635], [-0.113, 1.846, 0.611], [-1.194, 0.455, -1.215], [1.475, 0.023, 1.300], [-0.963, -0.733, 1.115], [-1.142, -0.951, 0.144], [0.058, 1.304, 1.002], [0.211, 1.799, 0.031], [-0.937, -0.353, 1.208], [-1.082, 1.205, -0.568], [-0.913, -1.086, -0.145], [0.059, 0.175, -0.953], [-0.231, 0.766, 0.978], [0.802, -0.081, -0.348], [1.206, -0.142, 0.974], [0.409, -1.450, -0.904], [0.760, 0.999, 1.410], [1.118, -1.336, 0.081], [0.331, 0.223, -1.817], [-0.004, -0.220, -0.122], [-0.390, 0.943, 0.042], [-0.257, 0.189, -0.055], [0.581, -0.616, 0.118], [0.045, -0.159, 0.040], [0.074, 0.028, 0.096], [0.168, 0.166, 0.035], [-0.145, -0.120, -0.008], [-0.074, -0.183, 0.045], [0.029, -0.111, -0.155], [-0.012, 0.174, 0.040], [0.034, -0.074, 0.027], [0.226, -0.117, 0.020], [-0.037, 0.795, -0.304], [0.190, 0.241, -0.088], [-0.118, -0.413, 0.181], [-0.101, -0.275, 0.070], [-0.185, -0.033, -0.066], [-0.174, 0.036, 0.105], [0.144, -0.039, -0.009], [0.061, -0.168, -0.073], [0.082, -0.099, 0.148], [-0.045, 0.154, -0.060], [-0.070, -0.062, 0.025], [0.251, -0.005, -0.034], [-0.408, 0.053, 0.920], [0.092, 0.056, 0.250], [0.250, -0.014, -0.461], [-0.065, -0.102, -0.449], [-0.152, 0.081, -0.121], [-0.140, -0.123, -0.079], [0.142, 0.023, 0.044], [0.111, 0.094, -0.127], [0.136, -0.105, -0.084], [-0.095, -0.009, 0.131], [-0.040, -0.008, -0.090], [0.226, -0.069, -0.008], [-0.050, 0.714, -0.270], [0.184, 0.271, -0.119], [-0.014, -0.373, 0.126], [-0.135, -0.283, 0.105], [-0.210, -0.025, -0.069], [-0.174, 0.010, 0.099], [0.103, -0.030, 0.058], [0.071, -0.172, -0.072], [0.095, -0.084, 0.143], [-0.062, 0.154, -0.043], [-0.094, -0.078, 0.042]],
  "lowdin_charge": [-0.1122, -0.2364, -0.1816, -0.1088, -0.0288, -0.1478, -0.1904, -0.1946, -0.1980, -0.1410, -0.1637, -0.0878, -0.3771, 0.0061, 0.0339, 0.0148, -0.1669, -0.1193, -0.2098, -0.1402, -0.1836, -0.2233, -0.1088, -0.1044, 0.0851, -0.3171, 0.3239, 0.0867, -0.1366, -0.2120, -0.2181, -0.1261, 0.1283, -0.1556, -0.4044, 0.5647, 0.0602, 0.0841, 0.0744, 0.1177, 0.0652, 0.0873, 0.0859, 0.1195, 0.0891, 0.1109, 0.1093, 0.1064, 0.1142, 0.0644, 0.1207, 0.1097, 0.1161, 0.1337, 0.1165, 0.0792, 0.0935, 0.0915, 0.1294, 0.1160, 0.1240, 0.1499, 0.1351, 0.1272, 0.1157, 0.1130, 0.0424, -0.0115, -0.0268, 0.0926, 0.1305, 0.1081, 0.0946, 0.0990, -0.0665, -0.1889, -0.0351, -0.3101, -0.0037, 0.0893, 0.0735, 0.0884, 0.0876, 0.0947, 0.0887, 0.1384, -0.0604, -0.2040, -0.0439, -0.3302, 0.0023, 0.0897, 0.0900, 0.0849, 0.0947, 0.0873, 0.0881, 0.1328, -0.0579, -0.2007, -0.0463, -0.3405, 0.0007, 0.0862, 0.0916, 0.0834, 0.0815, 0.0954, 0.0617, 0.1290, -0.0599, -0.2051, -0.0512, -0.3427, 0.0057, 0.0905, 0.0890, 0.0680, 0.0926, 0.0898, 0.0828, 0.1315],
  "smiles": "CCCc1c(CCCCCCOC(C)=O)c(COCOCCO)c2nc([PH2]=S)c(COC)nc2c1Cl.CN(C)C=O.CN(C)C=O.CN(C)C=O.CN(C)C=O",
  "total_energy_ev": -101490.234,
  "lumo_energy_ev": -1.0923
}

Record 2
{
  "formula": "C6H8N2S",
  "method": "ωB97M-V/def2-TZVPD",
  "elements": ["C", "C", "C", "C", "C", "N", "N", "C", "S", "H", "H", "H", "H", "H", "H", "H", "H"],
  "positions_angstrom": [[0.0993, 1.6611, -1.1517], [-0.0452, 0.6027, -0.0807], [0.6982, 0.5699, 1.2365], [0.9716, -0.4385, 0.1818], [0.4382, -1.8471, 0.3687], [-0.7612, -2.0514, -0.4661], [-1.6967, -1.2167, -0.5839], [-1.7393, -0.0590, -0.0750], [-2.9816, 0.8433, 0.4645], [1.0560, 2.2194, -1.1485], [-0.7761, 2.3096, -1.2378], [0.1645, 0.9842, -1.9955], [0.1393, 0.3195, 2.1522], [1.3366, 1.4262, 1.3204], [1.9083, -0.5116, -0.3528], [1.1159, -2.7559, 0.0054], [0.0723, -2.0558, 1.3626]],
  "atomic_forces_ev_per_a": [[0.453, -1.018, -0.076], [-2.611, -0.208, 0.679], [-1.235, 0.871, 0.192], [0.202, -1.217, -0.228], [-0.622, -1.706, -1.013], [-0.820, -0.431, -1.349], [0.900, -5.314, -1.306], [3.333, 6.321, 2.319], [0.546, -0.621, -0.166], [-0.573, -0.165, 0.398], [0.269, -0.026, 0.142], [-0.185, 0.540, -1.007], [0.435, -0.131, -0.510], [0.538, 0.105, 0.292], [0.146, 0.708, -0.099], [-1.121, 2.303, 1.006], [0.346, -0.011, 0.726]],
  "lowdin_charge": [-0.0448, -0.3568, -0.0516, -0.2499, -0.1479, 0.0491, -0.0074, -0.7762, 0.7122, 0.0934, 0.0719, 0.0799, 0.1207, 0.1010, 0.1400, 0.1534, 0.1129],
  "smiles": "C[C@]12C[C@H]1CN=NC2=S",
  "total_energy_ev": -20162.543,
  "lumo_energy_ev": -1.3626,
  "relative_energy_ev": 4.498
}

Number 1: Kohn-Sham gap 7.2 eV. Number 2: Kohn-Sham gap 7.1 eV.